# 1
Here is a cluster of 2 separate species, C2H5O4P2 in total from the OMol25 dataset. Energies are from the ωB97M-V functional and the def2-TZVPD basis.

XYZ file:
```
13
Properties=species:S:1:pos:R:3:lowdin_charge:R:1
C -0.04482 -0.04062 -0.91064 -0.13
C -0.35732 0.36802 0.49783 -0.40
O -2.45738 3.51802 0.49885 -0.46
O -4.77301 -1.68841 0.13165 -0.58
O -3.00221 0.01668 0.03280 -0.65
O -0.68330 1.74307 0.57222 -0.38
P -3.30530 -1.45354 -0.01187 0.47
P -1.96282 2.40051 -0.28128 0.82
H 0.80813 0.45059 -1.34520 0.06
H -0.08520 -1.11851 -0.98721 0.06
H -1.02234 0.11997 -1.46030 0.05
H 0.47127 0.08347 1.11012 0.09
H -1.16582 -0.16804 0.97626 0.05
```

**LUMO level**: 3.8 eV
**HOMO energy**: -4.8415 eV
**HOMO-LUMO gap**: 8.67 eV
**Net charge**: -1

=====

# 2
Here is a cluster of 2 separate species, C7H15N2 in total from the OMol25 dataset. Energies are from the ωB97M-V functional and the def2-TZVPD basis.

XYZ file:
```
24
Properties=species:S:1:pos:R:3:lowdin_charge:R:1
C -1.63564 -2.71757 0.20580 -0.02
C -1.99337 -0.29609 -0.36169 0.01
C -1.96200 1.99773 0.49622 -0.05
C 2.87914 -0.09901 -0.74075 -0.02
C 1.38648 -0.27753 1.30120 -0.04
C -2.37481 1.03946 -0.63090 -0.18
C 1.49298 -0.15403 -0.18173 -0.45
N -2.00588 -1.41366 -0.05986 0.14
N 0.43416 -0.08355 -0.87180 0.13
H -0.55772 -2.83208 0.07322 0.11
H -1.91489 -2.96336 1.23115 0.12
H -2.30338 2.99639 0.24584 0.09
H -0.88408 2.01396 0.60191 0.07
H -2.40963 1.70836 1.44243 0.09
H 3.24096 0.92896 -0.67488 0.10
H 3.55747 -0.72550 -0.16896 0.09
H 2.89890 -0.39581 -1.78784 0.09
H 1.82191 -1.22149 1.62431 0.09
H 0.35182 -0.22546 1.62926 0.07
H 1.95705 0.51885 1.77441 0.10
H -3.46327 1.05441 -0.76263 0.15
H -1.90745 1.35378 -1.56708 0.14
H -2.16513 -3.38367 -0.47798 0.12
H 0.57889 0.00420 -1.87584 0.09
```

**LUMO level**: -2.8 eV
**HOMO energy**: -13.7370 eV
**HOMO-LUMO gap**: 10.90 eV
**Net charge**: +1

=====

# 3
Here is the molecule C15H26O from the OMol25 dataset. Energies are from the ωB97M-V functional and the def2-TZVPD basis.

XYZ file:
```
42
Properties=species:S:1:pos:R:3:lowdin_charge:R:1
C -5.43713 -0.73553 1.20711 0.03
C -4.74982 0.38803 1.14154 -0.11
C -3.95456 0.90040 -0.03117 -0.58
C -4.41555 0.32855 -1.37381 -0.02
H -4.30796 -0.75038 -1.39885 0.07
H -3.82147 0.75406 -2.18203 0.09
H -5.46016 0.58346 -1.53649 0.09
O -4.15902 2.31095 -0.02023 -0.02
H -3.66921 2.69756 -0.75443 0.09
C -2.45183 0.62414 0.21069 -0.13
H -2.16922 1.13218 1.13606 0.13
H -1.87886 1.07910 -0.60339 0.12
C -2.07860 -0.85715 0.31821 -0.18
C -0.63957 -0.99490 0.71017 -0.08
C 0.35594 -1.38057 -0.07928 -0.31
C 1.77160 -1.42984 0.42576 -0.18
C 2.57772 -0.22713 -0.07691 -0.20
C 3.99626 -0.25391 0.40778 -0.09
C 4.85821 0.74460 0.25755 -0.36
C 6.26769 0.66808 0.76093 -0.07
H 6.96993 0.78349 -0.06483 0.08
H 6.45965 -0.28292 1.25112 0.07
H 6.45711 1.47225 1.47201 0.08
C 4.47464 2.02447 -0.42966 -0.06
H 5.32024 2.70454 -0.48540 0.07
H 4.11991 1.82610 -1.44067 0.08
H 3.66645 2.52048 0.10806 0.08
H 4.31041 -1.16163 0.90447 0.11
H 2.56655 -0.20967 -1.17199 0.12
H 2.08781 0.69240 0.25795 0.12
H 2.25168 -2.35095 0.08529 0.12
H 1.77736 -1.42589 1.51736 0.12
C 0.15890 -1.76950 -1.51963 -0.05
H -0.32594 -0.97157 -2.07966 0.08
H 1.11287 -1.98849 -1.99196 0.07
H -0.46620 -2.65913 -1.59360 0.08
H -0.42198 -0.72045 1.73448 0.11
H -2.70809 -1.32473 1.07952 0.11
H -2.26074 -1.35712 -0.63157 0.10
H -4.71179 1.05814 1.98919 0.12
H -5.96343 -1.01398 2.10454 0.06
H -5.50978 -1.42756 0.38581 0.06
```

**LUMO level**: 0.8 eV
**HOMO energy**: -8.6973 eV
**HOMO-LUMO gap**: 9.49 eV
**SMILES**: C=C[C@@](C)(O)CC/C=C(\C)CCC=C(C)C

=====

# 4
Here is a structure of composition C33H24Cl5N2PPdSeTe from the OMol25 dataset. Energies are from the ωB97M-V functional and the def2-TZVPD basis.

XYZ file:
```
68
Properties=species:S:1:pos:R:3:lowdin_charge:R:1
Pd -1.16717 1.09869 -0.69910 0.38
N 2.17240 2.30143 -0.71349 0.10
C 2.65737 1.70944 0.44837 -0.31
C 4.01826 2.02818 0.85180 -0.02
C 4.84074 1.08649 1.42986 -0.06
C 4.18790 0.09367 2.15254 -0.07
C 2.78206 0.05599 2.20833 -0.09
C 2.01489 0.74344 1.24518 -0.32
P 0.20309 0.59865 1.21335 0.99
C -0.16557 1.78826 2.52306 -0.39
C -0.10626 3.12758 2.18594 -0.13
C -0.65966 4.08295 3.05222 -0.07
C -1.26733 3.69192 4.24146 -0.07
C -1.08268 2.37909 4.68852 -0.05
C -0.48622 1.43706 3.84332 -0.07
C -0.24643 -1.03776 1.82975 -0.38
C 0.61863 -2.11930 1.66381 -0.14
C 0.38549 -3.28995 2.34440 -0.07
C -0.78692 -3.48330 3.03410 -0.07
C -1.71303 -2.46625 3.14140 -0.07
C -1.48138 -1.26015 2.50522 -0.09
H 2.78982 2.89503 -1.23733 0.09
H 1.17695 2.57082 -0.84732 0.00
H 4.42119 2.95205 0.46433 0.11
H 5.89498 1.20816 1.37091 0.11
H 4.75360 -0.58396 2.77261 0.11
H 2.27951 -0.58202 2.95927 0.12
H 0.31181 3.39381 1.20730 0.08
H -0.64691 5.10245 2.71351 0.11
H -1.84175 4.38140 4.86248 0.12
H -1.38093 2.03290 5.68029 0.12
H -0.27494 0.44625 4.19915 0.11
H 1.58277 -1.96421 1.08839 0.13
H 1.13334 -4.09654 2.39563 0.13
H -0.98507 -4.40017 3.57646 0.12
H -2.64201 -2.62622 3.67011 0.12
H -2.24059 -0.45865 2.53970 0.10
Se -1.79260 5.54278 -2.49816 0.92
C -1.02792 4.03284 -1.76533 -0.67
N -0.58191 3.08162 -1.17638 -0.04
Cl -3.40022 2.31993 1.16376 0.88
C -3.96468 2.02243 -0.38361 -0.70
C -3.02923 1.72648 -1.38902 -0.30
C -3.48495 1.39089 -2.68645 -0.71
Cl -2.54815 1.46536 -4.12699 0.72
C -4.80351 0.93660 -2.82736 -0.65
Cl -5.27124 -0.26661 -3.95468 0.83
C -5.75971 1.48753 -1.94533 -0.66
Cl -7.44898 1.26162 -2.29631 0.75
C -5.33669 2.09329 -0.77255 -0.65
Cl -6.38297 3.11870 0.13607 0.79
C -0.13481 -2.95186 -1.96678 -0.34
Te -0.35055 -0.79438 -2.38613 1.43
C 1.82847 -1.08398 -2.77700 -0.31
C 1.93675 -2.45815 -3.24531 -0.32
C 2.91292 -2.83806 -4.15393 -0.04
C 2.83136 -4.06483 -4.78820 -0.06
C 1.90802 -5.02799 -4.37134 -0.06
C 0.99522 -4.71033 -3.38455 -0.03
C 0.95244 -3.40639 -2.85810 -0.30
H -1.08958 -3.49046 -2.09188 0.08
H 0.15440 -3.06960 -0.89122 0.07
H 2.22361 -0.85829 -1.76049 0.07
H 2.15365 -0.34078 -3.49590 0.07
H 3.78831 -2.18089 -4.36585 0.14
H 3.53832 -4.27247 -5.61158 0.13
H 1.87228 -6.01935 -4.88062 0.13
H 0.26201 -5.48289 -3.05432 0.13
```

**LUMO level (spin up / spin down)**: -6.3 / -9.5 eV
**Spin multiplicity**: 5
**HOMO energy (spin up / spin down)**: -12.5309 / -12.5201 eV
**HOMO-LUMO gap (spin up / spin down)**: 6.19 / 3.04 eV
**Net charge**: +2

=====

# 5
Here is the ion CH4O2P with charge -1 from the OMol25 dataset. Energies are from the ωB97M-V functional and the def2-TZVPD basis.

XYZ file:
```
8
Properties=species:S:1:pos:R:3:lowdin_charge:R:1
C 1.02850 -0.02536 0.39289 -0.22
O -1.51253 1.27191 0.15890 -0.51
O -1.47368 -1.25989 0.18716 -0.47
P -0.82969 -0.02002 -0.23532 0.21
H 0.66951 -0.30818 1.32130 -0.03
H 1.63425 -0.70773 -0.24658 0.02
H 1.34259 1.02960 0.19642 0.02
H -0.85896 0.01967 -1.77477 -0.01
```

**LUMO level**: 4.7 eV
**HOMO energy**: -4.2472 eV
**HOMO-LUMO gap**: 8.97 eV
**Net charge**: -1
**SMILES**: C[P@H](=O)[O-]

=====

# 6
Here is the molecule C4H11N3O from the OMol25 dataset. Energies are from the ωB97M-V functional and the def2-TZVPD basis.

XYZ file:
```
19
Properties=species:S:1:pos:R:3:lowdin_charge:R:1
C -0.10978 1.16986 -0.45377 -0.19
N -0.92351 -0.03774 -0.15740 -0.13
C -1.72148 -0.68661 -1.11814 -0.32
N -1.13676 -2.08354 -1.24499 -0.04
C 1.41903 1.18075 0.07120 -0.22
N 1.73609 0.13871 0.90048 -0.04
C 1.37349 0.11975 2.24804 -0.33
O 0.98934 1.15576 2.72101 0.02
H -0.61933 2.12102 -0.00273 0.13
H -0.24993 1.22471 -1.49436 0.06
H -1.46632 0.14732 0.81316 0.17
H -1.66959 -0.20634 -2.23760 0.15
H -2.77273 -0.71875 -0.79654 0.10
H -1.26315 -2.70029 -0.47731 0.02
H -0.12319 -2.19706 -1.50326 0.07
H 1.76016 2.07637 0.51541 0.09
H 1.84647 0.96255 -1.06581 0.16
H 1.56863 -0.81048 0.48922 0.14
H 1.36256 -0.85598 2.79340 0.14
```

**LUMO level**: 0.8 eV
**HOMO energy**: -8.3793 eV
**HOMO-LUMO gap**: 9.22 eV
**SMILES**: NCNCCNC=O

=====

# 7
Here is a structure of composition C2HBr4F from the OMol25 dataset. Energies are from the ωB97M-V functional and the def2-TZVPD basis.

XYZ file:
```
8
Properties=species:S:1:pos:R:3:lowdin_charge:R:1
C -1.04595 0.40892 -0.02618 -0.32
C -0.69872 -0.85014 0.23668 -1.20
F -0.29612 1.32008 -0.63764 -0.10
Br 2.31396 1.69394 -1.35801 0.13
Br 0.58819 -1.84823 -0.48996 0.73
Br -1.94071 -1.81826 1.41191 0.62
Br 3.00022 0.32988 0.36340 0.04
H -1.92087 0.76382 0.49980 0.10
```

**LUMO level**: -1.5 eV
**HOMO energy**: -9.4365 eV
**HOMO-LUMO gap**: 7.93 eV